{"formula": "C40H76F12HgN6O12S4", "method": "ωB97M-V with the def2-TZVPD basis set", "homo_energy_ev": -7.77, "e_lumo_ev": -1.73, "de_lowest_kj_mol": 661.53, "species": ["Hg", "C", "F", "F", "F", "S", "O", "O", "N", "S", "O", "O", "C", "F", "F", "F", "C", "F", "F", "F", "S", "O", "O", "N", "S", "O", "O", "C", "F", "F", "F", "C", "C", "C", "C", "C", "C", "N", "O", "C", "C", "C", "H", "H", "H", "H", "H", "H", "H", "H", "H", "H", "H", "H", "H", "H", "H", "H", "H", "H", "H", "C", "C", "C", "C", "C", "C", "N", "O", "C", "C", "C", "H", "H", "H", "H", "H", "H", "H", "H", "H", "H", "H", "H", "H", "H", "H", "H", "H", "H", "H", "C", "C", "C", "C", "C", "C", "N", "O", "C", "C", "C", "H", "H", "H", "H", "H", "H", "H", "H", "H", "H", "H", "H", "H", "H", "H", "H", "H", "H", "H", "C", "C", "C", "C", "C", "C", "N", "O", "C", "C", "C", "H", "H", "H", "H", "H", "H", "H", "H", "H", "H", "H", "H", "H", "H", "H", "H", "H", "H", "H"], "coordinates": [[8.76716, 19.92289, -9.53401], [7.58831, 24.01182, -10.20883], [8.45475, 24.86885, -10.58091], [7.72057, 23.98484, -8.92895], [6.32655, 24.55879, -10.40141], [7.65486, 22.25661, -11.02111], [6.97591, 21.40767, -10.01075], [7.08012, 22.26619, -12.33659], [9.28126, 21.62937, -10.86445], [10.15328, 22.57697, -11.78573], [9.36941, 23.06677, -12.94149], [10.95102, 23.47132, -10.96232], [11.51824, 21.52933, -12.75210], [12.07421, 20.86071, -11.84819], [10.95935, 20.66042, -13.58694], [12.34418, 22.31300, -13.44275], [7.12080, 18.48591, -12.54915], [8.26194, 18.62154, -13.25322], [6.66653, 19.59480, -12.15207], [6.18418, 17.84199, -13.24094], [7.40085, 17.48754, -10.95155], [6.50399, 18.19471, -10.01388], [7.04331, 16.08188, -11.32308], [8.98541, 17.95268, -10.55852], [9.75839, 16.65931, -10.89191], [9.66525, 15.70248, -9.79120], [9.73546, 16.18008, -12.28762], [11.53185, 17.41720, -10.86303], [11.65766, 18.19346, -9.75951], [12.40174, 16.38929, -10.77458], [11.84869, 18.08568, -12.01627], [5.22001, 22.23215, -7.12160], [4.12972, 22.70592, -6.07089], [2.73081, 22.32699, -6.66165], [1.51431, 22.30894, -5.76534], [1.77567, 21.60174, -4.48812], [3.12006, 21.89632, -3.83462], [4.25932, 21.96355, -4.81956], [5.52418, 22.21557, -4.25474], [2.98853, 23.23970, -3.03789], [3.37061, 20.75807, -2.81177], [4.11882, 24.20666, -5.89502], [5.08789, 22.61482, -8.13363], [5.02562, 21.16353, -7.21300], [6.18593, 22.61153, -6.78816], [2.56258, 22.99968, -7.50266], [2.59692, 21.39960, -7.21854], [0.70845, 21.78716, -6.28151], [1.11712, 23.32135, -5.69209], [1.85074, 20.56379, -4.81232], [0.87555, 21.68451, -3.87898], [3.96930, 23.56246, -2.68859], [2.46071, 24.01710, -3.59031], [2.30035, 23.12062, -2.20104], [2.39282, 20.32793, -2.59496], [3.78098, 19.95597, -3.42522], [3.85081, 21.06382, -1.88224], [4.89262, 24.55107, -5.20893], [3.14159, 24.62507, -5.65409], [4.54865, 24.66028, -6.78809], [5.30798, 23.03840, -3.80999], [7.12900, 18.91738, -6.68098], [8.46296, 19.30768, -6.06407], [9.20991, 17.97588, -5.91113], [10.70589, 18.14185, -5.75326], [11.39985, 19.22223, -6.68766], [10.57330, 20.55215, -6.79902], [9.14254, 20.15394, -7.08266], [8.47173, 21.25871, -7.48654], [10.80887, 21.50381, -5.53140], [11.11494, 21.24676, -8.05564], [8.38356, 19.84373, -4.70580], [6.62070, 18.15915, -6.08532], [7.22968, 18.54667, -7.70104], [6.48200, 19.77381, -6.49121], [8.91987, 17.46392, -4.99358], [9.06030, 17.29198, -6.74659], [11.04993, 17.12104, -5.91962], [10.76344, 18.43702, -4.70556], [11.34313, 18.78138, -7.68292], [12.44196, 19.47997, -6.49879], [10.92989, 20.87280, -4.65090], [11.69933, 22.10394, -5.71854], [9.90688, 22.11299, -5.47296], [10.47170, 22.09075, -8.30467], [12.03766, 21.78571, -7.84063], [11.28315, 20.77962, -9.02600], [9.32460, 19.83724, -4.15580], [7.60284, 19.38075, -4.10229], [8.08640, 20.88316, -4.84498], [8.46963, 21.88788, -6.76145], [6.15919, 13.50717, -6.77987], [5.27254, 14.60826, -7.45407], [4.22264, 13.79658, -8.22864], [2.92300, 14.59120, -8.52292], [2.38489, 15.07067, -7.14126], [3.39929, 15.99923, -6.40176], [4.71241, 15.32018, -6.25716], [5.65958, 15.98414, -5.50913], [3.45912, 17.45572, -7.08531], [2.87492, 16.15046, -4.99853], [6.03137, 15.41589, -8.49128], [5.78178, 12.77655, -6.06442], [7.09551, 13.93592, -6.42271], [6.78516, 12.98683, -7.50479], [4.51441, 13.59045, -9.25844], [3.93364, 12.82242, -7.83420], [2.28042, 13.83052, -8.96625], [3.14703, 15.30012, -9.32001], [2.09556, 14.18142, -6.58124], [1.38876, 15.47467, -7.32184], [4.30617, 18.00866, -6.67930], [3.54919, 17.25329, -8.15256], [2.58393, 18.06168, -6.85086], [3.51340, 16.56523, -4.21853], [2.02023, 16.82622, -4.96761], [2.61985, 15.10597, -4.81944], [6.33183, 14.73283, -9.28579], [6.81070, 15.92135, -7.92098], [5.36932, 16.19758, -8.86378], [5.79333, 15.18486, -4.99450], [1.61692, 17.70530, -10.82513], [1.75205, 19.24925, -10.80478], [3.09394, 19.56902, -10.07381], [3.59060, 21.01431, -10.22361], [3.80362, 21.40806, -11.71191], [2.49606, 21.06722, -12.58501], [1.80700, 19.78498, -12.15857], [0.75562, 19.45464, -12.92827], [1.49773, 22.20851, -12.42341], [3.02919, 21.12535, -14.07558], [0.63154, 19.91817, -9.91737], [0.63513, 17.32328, -11.10487], [1.86410, 17.15868, -9.91507], [2.29941, 17.16880, -11.48428], [3.03532, 19.41406, -8.99647], [3.86276, 19.08424, -10.67549], [4.55986, 21.02180, -9.72504], [3.01950, 21.82502, -9.77119], [4.60484, 20.79749, -12.12827], [4.03575, 22.44675, -11.94713], [2.07644, 23.09235, -12.69177], [0.69067, 22.23938, -13.15540], [0.74341, 22.22793, -11.63682], [3.71820, 20.28136, -14.10814], [2.20822, 20.94141, -14.76859], [3.58444, 22.01931, -14.35953], [0.50789, 19.23439, -9.07757], [-0.32916, 19.99948, -10.42584], [0.93892, 20.89165, -9.53533], [-0.03061, 19.92770, -12.64604]], "atomic_forces_ev_per_a": [[0.37, -0.99, 0.79], [-2.53, 1.13, -0.08], [1.55, 0.92, -2.27], [0.10, -1.80, 2.50], [1.12, -1.31, -0.70], [-0.92, -1.94, 0.06], [0.70, 1.04, -0.59], [0.36, 0.45, 1.64], [-3.24, 1.17, -0.34], [3.14, 2.23, -4.37], [1.36, -0.14, 2.53], [-0.79, -0.79, -0.61], [-3.18, 1.53, -1.17], [2.88, -1.82, 2.82], [-0.44, 0.25, -0.48], [-0.34, -0.14, 0.69], [1.22, -3.20, -0.22], [-1.01, 0.03, 0.31], [-0.68, 2.88, 0.20], [0.49, 0.18, -0.24], [-4.11, -0.85, -0.82], [1.84, -0.77, -0.76], [1.85, 3.58, 1.40], [-3.73, 0.58, -0.47], [5.61, -4.29, -1.43], [0.20, 1.25, -1.45], [-0.65, 1.06, 2.55], [0.00, -1.17, -0.67], [0.28, 0.05, -0.99], [-0.61, 0.85, 0.17], [-0.71, -0.39, 1.92], [-1.36, 0.53, 1.07], [-1.52, -0.89, -1.13], [-0.17, -0.12, -1.31], [-0.31, 1.51, -0.79], [0.48, -0.96, -1.04], [0.34, 1.67, 1.65], [-0.89, -1.88, -1.16], [-0.93, 0.13, 0.57], [-0.59, -0.44, -0.38], [-0.83, -0.04, -1.30], [1.22, 0.76, -0.36], [-0.46, 0.44, 0.15], [0.94, -0.12, 0.22], [0.21, -0.76, 0.08], [-0.04, 0.56, 0.10], [1.34, -0.74, 0.26], [-0.01, -0.09, -0.15], [0.06, 0.27, 0.65], [-0.12, -0.46, 0.26], [0.52, 0.03, 0.72], [-0.20, 0.33, 0.25], [0.55, 0.14, -0.43], [0.39, -0.40, 0.40], [-0.17, 0.31, 0.56], [0.95, -0.09, 0.58], [0.41, -0.33, -0.36], [-0.24, -0.11, 0.73], [0.22, 0.04, 0.01], [-0.68, 0.13, -0.49], [0.94, 0.59, 0.52], [-0.79, 0.92, 1.52], [-0.07, -3.25, -1.45], [1.03, 0.16, -1.33], [0.63, 1.13, 0.23], [-2.12, -0.79, 0.18], [1.66, -1.26, -0.25], [2.96, -1.79, 0.02], [-1.95, 1.86, 0.30], [-0.77, -1.35, -1.71], [-0.23, 2.17, 0.25], [-0.68, 2.22, 0.97], [0.43, -0.42, -0.01], [-0.24, 0.32, -0.03], [-0.36, 0.16, -1.07], [-0.64, 0.06, -0.21], [-0.50, 0.10, -0.23], [0.90, 0.30, 0.28], [1.03, -0.17, 0.13], [0.26, 0.06, -0.03], [-0.07, -0.28, 0.38], [-0.01, 0.41, -0.01], [-0.23, 0.02, 0.15], [0.33, 0.43, 0.57], [-0.18, 0.13, -0.01], [0.30, -0.42, 0.16], [-0.09, -1.02, 0.34], [-0.20, -0.15, -0.09], [0.04, -0.14, -0.20], [-0.22, 0.39, 0.73], [-0.33, 0.64, 0.38], [2.37, 0.69, -1.24], [0.08, -2.41, 1.22], [-1.68, 0.84, -0.92], [0.67, -1.17, 1.41], [0.31, 0.14, -1.92], [0.13, 1.98, 0.01], [-3.38, -1.35, -3.52], [0.48, 0.04, 0.29], [0.32, -1.89, 0.38], [-0.62, -0.17, 0.46], [-0.43, 0.35, 1.38], [-0.56, 0.43, -0.15], [-0.22, 0.81, 1.29], [-0.94, -0.82, -0.92], [1.06, -0.24, 0.21], [0.23, 0.15, 0.64], [-0.51, 0.29, 0.00], [-0.30, 0.59, 0.42], [0.73, -0.21, 0.34], [0.14, 1.08, 0.31], [0.24, -0.11, -0.25], [0.10, 0.69, -0.05], [-0.27, -0.29, -0.19], [0.58, -0.30, -0.36], [-0.45, -0.41, -0.19], [-0.38, 0.26, 1.20], [0.47, 0.49, 0.13], [0.61, 0.02, -0.60], [0.08, -0.10, -0.31], [1.15, 0.60, 1.15], [-0.24, -0.77, -0.31], [0.38, 0.74, 1.29], [-0.43, 1.65, -1.64], [0.49, 1.04, -0.96], [-1.76, -1.87, -0.20], [-0.10, 0.80, 0.94], [3.60, 0.42, 0.01], [-1.13, -0.78, -1.32], [-0.82, 0.51, -1.29], [-0.75, -1.78, 1.16], [0.49, -1.05, -0.36], [-0.23, 0.38, -0.08], [-0.19, 0.79, 0.78], [0.23, 0.72, -0.65], [0.12, -0.90, -0.27], [0.22, -1.03, 0.81], [0.07, 0.18, 0.03], [-0.47, -0.28, 0.35], [0.08, 0.01, 0.04], [0.05, 0.04, 0.48], [-0.47, 0.63, 0.88], [0.38, -0.56, -1.27], [1.24, 0.28, 1.42], [0.10, -0.06, -0.49], [0.09, 0.08, -0.09], [-0.25, 0.18, 0.45], [-0.26, 0.15, 0.23], [-0.06, 0.01, -0.05], [-0.01, 0.02, -0.16], [-0.43, 0.49, 0.28]], "mulliken_charge": [4.2000, 0.6141, -0.1900, -0.1346, -0.2401, 0.5253, -0.9992, -0.6236, -0.7265, 0.8743, -0.6011, -0.6167, 0.6750, -0.2173, -0.2247, -0.2012, 0.5155, -0.2283, -0.0303, -0.2409, -0.0822, -0.0030, -0.6331, -0.4347, 0.9011, -0.6480, -0.5996, 0.5997, -0.3026, -0.2226, -0.2283, -1.4731, 2.3584, -1.0034, -1.2719, -1.1535, 1.5617, 0.7561, -0.3522, -1.8252, -1.8170, -1.5785, 0.1027, -0.4172, 0.6346, 0.5107, -0.3742, 0.4713, 0.4017, 0.3423, 0.4449, 0.3790, 0.3374, 0.4867, 0.4020, 0.3223, 0.3705, 0.3060, 0.3225, 0.4758, 0.2430, -0.2455, 1.3517, -1.0292, -1.2649, -0.3320, 1.2717, 0.3753, 0.6566, -1.2814, -2.4407, -1.7862, 0.5061, -0.3357, -0.8472, 0.4677, 0.1691, 0.5352, 0.4667, -0.3326, 0.5054, 0.3034, 0.5262, 0.1790, 0.6195, 0.5657, 0.0496, 0.2597, 0.5062, 0.2429, 0.0455, -2.1173, 1.8864, -1.6186, -0.1986, -1.4237, 1.4623, 0.0795, -0.3757, -0.7411, -1.9099, -0.8011, 0.3876, 0.5000, 0.4468, 0.3399, 0.4303, 0.6203, -0.1193, 0.5037, 0.4471, 0.1304, -0.3031, 0.5635, 0.2457, 0.3244, 0.5301, 0.5326, -0.3344, 0.1028, 0.4525, -1.8608, 1.6787, -0.3193, 1.4223, -0.8767, 1.5959, 0.2691, -0.4873, -1.8744, -1.7564, -1.5421, 0.4995, 0.1353, 0.3323, -0.1289, -0.1555, -1.3206, 0.1524, -0.4583, 0.8500, 0.4768, 0.4472, 0.2510, 0.3716, 0.4193, 0.3050, 0.4687, 0.3347, 0.2234, 0.3561]}